Entry 1:
{
  "formula": "C3H9N3S",
  "method": "ωB97M-V/def2-TZVPD",
  "species": ["C", "C", "N", "N", "N", "C", "S", "H", "H", "H", "H", "H", "H", "H", "H", "H"],
  "xyz": [[-1.095, 0.046, -1.511], [-0.104, 0.482, -0.478], [0.357, 1.669, -0.487], [1.165, 1.994, 0.540], [0.178, -0.387, 0.630], [0.215, -1.872, 0.286], [-0.679, -0.063, 2.072], [-1.448, 0.873, -2.171], [-2.007, -0.349, -1.066], [-0.799, -0.816, -2.148], [1.695, 2.810, 0.331], [1.729, 1.225, 0.857], [-0.807, -2.261, 0.041], [0.923, -1.971, -0.545], [0.624, -2.368, 1.165], [0.053, 0.989, 2.484]],
  "atomic_forces_ev_per_a": [[-0.7, -0.2, -1.1], [-0.7, -0.1, 0.3], [-0.6, -0.5, -0.9], [0.2, 0.4, 0.9], [0.5, -1.4, -1.2], [-0.4, 1.6, 0.4], [-0.3, 0.1, 0.2], [0.7, -0.5, 0.5], [-0.1, 0.1, 0.6], [0.4, 0.7, 0.3], [0.3, 0.4, -0.2], [0.3, -0.3, 0.3], [0.9, 0.2, 0.1], [-0.4, -0.2, 0.1], [-0.1, -0.1, -0.1], [0.1, -0.1, 0.0]],
  "e_lumo_ev": 0.88,
  "spin_multiplicity": 1,
  "gap_ev": 9.215,
  "e_homo_ev": -8.33,
  "smiles": "C/C(=N/N)N(C)S",
  "e_above_lowest_kj_mol": 188.1,
  "total_energy_ev": -18560.72962
}

***

Entry 2:
{
  "formula": "C3H9N4",
  "method": "ωB97M-V/def2-TZVPD",
  "species": ["C", "C", "C", "N", "N", "N", "N", "H", "H", "H", "H", "H", "H", "H", "H", "H"],
  "xyz": [[-0.673, 0.384, -0.234], [1.486, -0.524, -1.773], [-2.030, -0.708, 1.590], [1.518, 1.980, 0.674], [1.755, 1.210, -0.275], [1.103, 0.386, -0.819], [-1.303, -0.633, 0.279], [-0.820, 1.372, 0.152], [1.804, -0.096, -2.772], [2.301, -1.195, -1.382], [0.575, -1.157, -1.968], [-2.551, 0.264, 1.737], [-1.288, -0.819, 2.381], [-2.670, -1.652, 1.649], [2.063, 2.815, 0.792], [-1.270, -1.627, -0.031]],
  "atomic_forces_ev_per_a": [[1.5, -2.2, 0.8], [0.6, -3.3, -2.8], [-1.1, 0.4, 0.2], [-2.6, -0.8, -0.5], [3.4, 4.1, 2.0], [-5.1, -0.7, 0.5], [0.4, -0.4, 0.0], [-0.4, 0.3, 0.4], [-0.4, -0.1, 1.3], [-0.8, 0.6, -0.5], [1.1, 0.5, 0.0], [0.0, -1.0, 0.1], [0.2, 0.1, -0.2], [0.6, 1.7, -0.5], [1.5, -0.4, -0.3], [1.0, 1.2, -0.5]],
  "e_lumo_ev": [-5.75, -5.76],
  "spin_multiplicity": 1,
  "gap_ev": [7.116, 7.106],
  "e_homo_ev": [-12.87, -12.87],
  "total_charge": 1,
  "e_above_lowest_kj_mol": 670.9,
  "total_energy_ev": -9204.66835
}

***

Entry 3:
{
  "formula": "C3H9N4",
  "method": "ωB97M-V/def2-TZVPD",
  "species": ["C", "C", "C", "N", "N", "N", "N", "H", "H", "H", "H", "H", "H", "H", "H", "H"],
  "xyz": [[-1.002, -1.248, 0.216], [-2.872, 0.069, 0.083], [-0.619, 1.065, -0.109], [-2.240, -1.043, 0.204], [-0.179, -0.161, 0.135], [0.194, 2.077, -0.359], [2.668, -0.811, 0.124], [-0.553, -2.226, 0.323], [-3.172, 0.572, 0.892], [-3.467, 0.059, -0.738], [0.947, -0.438, 0.123], [1.274, 1.962, -0.447], [-0.242, 3.018, -0.594], [3.145, -1.341, 0.775], [3.366, -0.013, -0.031], [2.751, -1.541, -0.595]],
  "atomic_forces_ev_per_a": [[-0.5, 0.1, 0.6], [2.2, -1.2, -0.7], [-1.5, 0.2, -0.4], [0.6, -1.7, 0.3], [4.7, -0.3, -0.6], [1.0, 0.4, -0.3], [0.3, 1.5, -1.9], [-0.1, 0.0, 0.0], [-0.9, 2.1, 3.2], [-1.5, 1.0, -2.9], [-2.1, 0.8, 0.2], [-2.6, 0.5, 0.3], [1.1, -1.9, 0.5], [0.9, -1.0, 2.9], [-1.4, -1.6, -0.4], [0.0, 1.1, -0.8]],
  "e_lumo_ev": -4.16,
  "spin_multiplicity": 1,
  "gap_ev": 9.164,
  "e_homo_ev": -13.32,
  "total_charge": 1,
  "e_above_lowest_kj_mol": 345.8,
  "total_energy_ev": -9208.03715
}

***

Entry 4:
{
  "formula": "C3H9N4",
  "method": "ωB97M-V/def2-TZVPD",
  "species": ["C", "C", "C", "N", "N", "N", "N", "H", "H", "H", "H", "H", "H", "H", "H", "H"],
  "xyz": [[-1.015, -0.746, -0.069], [-1.196, -0.940, 1.379], [1.655, 1.710, -0.492], [1.175, -0.687, -0.733], [0.180, -1.456, -0.677], [-0.721, 0.638, -0.126], [0.900, 0.545, -0.588], [-1.889, -1.116, -0.646], [-1.061, -1.880, 1.774], [-2.111, -0.441, 1.609], [-0.312, -0.519, 1.792], [2.490, 1.656, -1.280], [1.879, 1.764, 0.514], [1.129, 2.606, -0.788], [0.197, -2.362, -0.989], [-1.299, 1.230, -0.678]],
  "atomic_forces_ev_per_a": [[-0.4, -1.5, -1.9], [0.7, 0.4, 0.6], [1.6, 0.2, -3.0], [6.6, -1.8, -0.5], [-4.8, 2.6, 1.9], [4.6, -0.8, -1.1], [-8.0, 3.1, -0.4], [0.4, 0.6, 0.1], [-0.9, -2.8, 0.3], [-0.4, 0.2, 0.9], [0.4, 1.3, 0.9], [-0.7, -0.2, 1.7], [1.6, 0.7, 2.2], [-0.8, -0.1, 0.0], [0.2, -2.6, -0.8], [-0.3, 0.7, -0.9]],
  "e_lumo_ev": [-3.68, -7.73],
  "spin_multiplicity": 3,
  "gap_ev": [7.903, 7.729],
  "s2": 2.009,
  "e_homo_ev": [-11.58, -15.46],
  "total_charge": 1,
  "e_above_lowest_kj_mol": 376.8,
  "total_energy_ev": -9203.30396
}

***

Entry 5:
{
  "formula": "C3H9N4S",
  "method": "ωB97M-V/def2-TZVPD",
  "species": ["C", "C", "C", "N", "N", "N", "N", "S", "H", "H", "H", "H", "H", "H", "H", "H", "H"],
  "xyz": [[-1.215, -1.478, -0.531], [-0.188, -0.755, 0.332], [1.957, 0.448, 0.192], [-2.291, -0.522, -0.703], [-0.997, 0.024, 1.261], [0.677, 0.121, -0.457], [-0.075, 1.287, -0.755], [-2.178, 0.662, 0.272], [-1.483, -2.393, 0.026], [0.406, -1.240, 1.044], [1.912, 0.474, 1.202], [2.681, -0.329, -0.140], [2.356, 1.392, -0.101], [-0.472, 0.523, 1.916], [-0.528, 1.415, -1.683], [-1.037, -1.778, -1.526], [0.475, 2.150, -0.347]],
  "atomic_forces_ev_per_a": [[-0.3, -0.4, 1.7], [0.6, 0.9, -0.6], [0.6, -1.6, -3.3], [-1.3, 1.5, 1.2], [-2.3, -0.8, -1.7], [-0.7, 0.8, -0.3], [0.9, 2.8, 0.9], [1.0, -1.6, -0.1], [-0.7, 0.4, -0.2], [1.2, -2.0, 0.1], [-0.3, -0.1, 3.5], [-0.4, 0.6, 0.4], [0.1, 0.7, -0.7], [0.5, 1.4, 1.2], [1.3, -0.4, 0.6], [1.4, -0.4, -1.0], [-1.7, -1.9, -1.8]],
  "e_lumo_ev": [-5.52, -5.53],
  "spin_multiplicity": 1,
  "gap_ev": [8.044, 8.040],
  "e_homo_ev": [-13.57, -13.57],
  "total_charge": 1,
  "e_above_lowest_kj_mol": 407.7,
  "total_energy_ev": -20042.14388
}

***

Entry 6:
{
  "formula": "C3H9N4S",
  "method": "ωB97M-V/def2-TZVPD",
  "species": ["C", "N", "C", "N", "N", "C", "N", "S", "H", "H", "H", "H", "H", "H", "H", "H", "H"],
  "xyz": [[-1.539, 0.660, -0.183], [-0.118, 0.724, -0.487], [0.269, -0.031, -1.718], [1.033, -1.174, -1.308], [1.081, -1.476, -0.107], [0.637, -0.343, 0.738], [-0.301, -0.582, 1.719], [2.155, 0.599, 1.258], [-1.656, 0.532, 0.845], [-2.123, 1.498, -0.548], [-1.926, -0.396, -0.547], [0.173, 1.680, -0.321], [0.960, 0.633, -2.256], [-0.644, -0.191, -2.511], [-0.060, -0.197, 2.625], [-0.844, -1.485, 1.594], [2.904, -0.450, 1.208]],
  "atomic_forces_ev_per_a": [[-1.5, -2.5, -2.0], [-0.9, -1.9, 0.9], [-0.4, 2.6, -1.3], [-0.8, -2.4, -0.1], [-0.2, 2.4, -1.2], [0.0, 0.6, 0.7], [0.8, -1.7, -0.9], [-1.8, 0.9, -0.1], [-0.3, 0.6, 1.6], [0.1, -0.1, -0.4], [0.5, 2.3, 0.2], [0.8, 0.0, -0.6], [0.0, -0.4, -0.1], [2.2, -0.2, 2.4], [-0.4, -0.6, 0.1], [1.0, 1.7, 0.8], [0.9, -1.3, 0.0]],
  "e_lumo_ev": -4.44,
  "spin_multiplicity": 1,
  "gap_ev": 9.847,
  "e_homo_ev": -14.28,
  "smiles": "C[N@@H+]1CN=N[C@@]1(N)S",
  "total_charge": 1,
  "e_above_lowest_kj_mol": 322.7,
  "total_energy_ev": -20043.02537
}

***

Entry 7:
{
  "formula": "C3H9N4S",
  "method": "ωB97M-V/def2-TZVPD",
  "species": ["C", "C", "C", "N", "N", "N", "N", "S", "H", "H", "H", "H", "H", "H", "H", "H", "H"],
  "xyz": [[3.604, 0.361, -0.156], [-1.131, 0.639, 0.142], [-1.601, -1.615, -0.713], [2.375, 0.179, -0.085], [1.255, 0.009, -0.004], [-1.226, 0.273, 1.412], [-1.381, -0.191, -0.846], [-0.846, 2.309, -0.284], [4.010, 1.074, -0.844], [4.256, -0.215, 0.473], [-2.634, -1.830, -0.432], [-1.398, -2.091, -1.669], [-0.920, -2.042, 0.022], [-1.322, -0.702, 1.652], [-0.949, 0.891, 2.156], [-1.359, 0.175, -1.788], [-0.734, 2.774, 0.962]],
  "atomic_forces_ev_per_a": [[2.9, 0.2, 0.0], [-0.6, 0.4, 0.1], [-0.2, -0.4, 0.1], [2.9, 0.7, -0.4], [-6.1, -1.4, 0.6], [0.0, -0.3, -0.2], [-0.1, 0.4, -0.2], [-0.1, 0.0, -0.3], [0.5, 0.5, -0.4], [0.7, -0.3, 0.3], [0.0, 0.0, 0.0], [0.0, 0.1, 0.0], [0.1, 0.0, 0.0], [0.0, 0.0, 0.0], [0.0, 0.0, -0.1], [0.1, 0.1, 0.2], [0.0, 0.0, 0.1]],
  "e_lumo_ev": [-2.90, -4.96],
  "spin_multiplicity": 3,
  "gap_ev": [6.652, 9.218],
  "s2": 2.019,
  "e_homo_ev": [-9.56, -14.18],
  "total_charge": 1,
  "e_above_lowest_kj_mol": 0.0,
  "total_energy_ev": -20041.98373
}

***

Entry 8:
{
  "formula": "C3H9N5",
  "method": "ωB97M-V/def2-TZVPD",
  "species": ["C", "C", "C", "H", "H", "H", "H", "H", "H", "H", "H", "H", "N", "N", "N", "N", "N"],
  "xyz": [[-1.581, -1.258, -1.229], [0.260, -0.807, 0.334], [1.746, 1.385, 0.652], [-2.136, -1.715, -0.317], [-2.343, -0.388, -1.615], [-0.893, -1.887, -2.218], [-0.218, 1.601, -0.180], [-1.471, 0.871, 0.759], [-0.808, -2.535, 0.739], [1.894, -0.595, 1.158], [2.177, 1.694, 1.612], [1.999, 2.951, -0.311], [-0.454, -0.393, -0.788], [-0.969, 0.821, -0.200], [0.117, -2.034, 1.089], [1.164, 0.117, 0.850], [1.518, 2.173, -0.336]],
  "atomic_forces_ev_per_a": [[0.8, 1.7, -2.4], [-1.3, -5.5, 1.9], [-1.5, 0.6, -0.8], [1.1, -0.1, -1.9], [1.8, -2.6, 0.3], [-3.2, 1.2, 3.3], [-1.9, -1.8, -0.8], [1.2, -1.4, -1.9], [2.8, 1.3, 0.4], [-0.9, 1.8, 0.7], [0.8, -0.2, -0.5], [2.9, 5.3, 0.6], [-1.2, 0.5, 3.0], [-0.9, 4.0, 0.2], [-1.3, 4.4, -3.8], [3.1, -2.8, 1.0], [-2.4, -6.5, 0.6]],
  "e_lumo_ev": 0.70,
  "spin_multiplicity": 1,
  "gap_ev": 9.577,
  "e_homo_ev": -8.87,
  "e_above_lowest_kj_mol": 604.5,
  "total_energy_ev": -10701.78313
}